Record 1
# C5H10O4

2 unconnected molecules or ions with the total composition C5H10O4 (ωB97M-V/def2-TZVPD, the Open Molecules 2025 dataset).

Values from the calculation:
HOMO level (eV): -9.8602
SMILES string: CC(C)(O)CO.O=C=O
Lowest unoccupied orbital energy (eV): 0.469
E (hartree): -497.42313
Relative energy (zero: lowest compared OMol25 entry of this formula, charge and spin) (kJ/mol): 223.8

Each line ends with the natural charge from an NBO analysis.
Atoms and positions in Å:
C -0.27 0.54 1.24  -0.12
C -0.77 -1.77 0.33  -0.66
C -0.44 -0.34 -0.02  0.38
O -1.44 0.46 2.03  -0.71
O -1.35 0.16 -0.90  -0.74
H -2.18 0.76 1.49  0.47
H 0.57 0.18 1.84  0.19
H -0.07 1.58 0.97  0.16
H 0.04 -2.22 0.89  0.22
H -1.67 -1.79 0.94  0.24
H -0.96 -2.34 -0.58  0.22
C 1.19 -0.44 -0.90  -0.79
C 1.29 1.90 -0.96  1.03
O 0.33 2.22 -1.57  -0.58
O 2.20 2.13 -0.26  -0.50
H -1.00 1.01 -1.26  0.50
H 1.72 -0.01 -1.75  0.24
H 0.92 -1.34 -1.44  0.24
H 1.88 -0.71 -0.10  0.22


Record 2
# C5H10OP2

C5H10OP2 in the gas phase (ωB97M-V/def2-TZVPD, the Open Molecules 2025 dataset).

Values from the calculation:
HOMO level (alpha / beta) (eV): -7.5200 / -7.5933
Lowest unoccupied orbital energy (alpha / beta) (eV): -0.742 / -0.859
E (hartree): -954.35969
Relative energy (zero: lowest compared OMol25 entry of this formula, charge and spin) (kJ/mol): 241.9

Each line ends with the natural charge from an NBO analysis.
Atoms and positions in Å:
C -1.02 0.16 0.31  -0.64
C 0.36 0.07 0.21  -0.45
C 0.93 -1.29 0.23  -0.64
C -3.61 0.98 0.58  -0.98
C 2.93 1.14 0.75  -1.02
O 0.83 2.84 -0.28  -1.00
P -2.03 1.41 -0.30  0.72
P 1.36 1.46 -0.18  1.64
H -1.59 -0.71 0.64  0.23
H 2.06 -1.14 -0.16  0.22
H 0.30 -2.00 -0.45  0.23
H 1.06 -1.68 1.27  0.23
H -4.14 1.90 0.93  0.24
H -3.32 0.35 1.42  0.23
H -4.44 0.58 -0.02  0.24
H 3.23 1.93 1.40  0.26
H 3.90 0.98 0.16  0.25
H 2.89 0.10 1.38  0.25


Record 3
# C5H10OS

C5H10OS in the gas phase (ωB97M-V/def2-TZVPD, the Open Molecules 2025 dataset).

Values from the calculation:
HOMO level (eV): -8.7097
SMILES string: C=CO[C@@H](C)SC
Lowest unoccupied orbital energy (eV): 0.850
E (hartree): -669.88782
Relative energy (zero: lowest compared OMol25 entry of this formula, charge and spin) (kJ/mol): 127.7

Each line ends with the natural charge from an NBO analysis.
Atoms and positions in Å:
C 1.54 -1.47 0.39  -0.76
C 0.48 0.94 -0.82  -0.05
C 0.73 1.69 0.48  -0.65
C -1.53 -0.15 -0.08  0.13
C -2.57 -0.88 -0.38  -0.49
H 0.51 -1.77 0.58  0.22
H 1.91 -0.88 1.25  0.21
H 2.18 -2.34 0.24  0.24
H 0.68 1.53 -1.71  0.23
H 0.01 2.50 0.57  0.23
H 0.66 1.06 1.37  0.21
H 1.72 2.12 0.44  0.23
H -0.92 -0.22 0.82  0.16
H -3.02 -1.55 0.33  0.21
H -2.98 -0.74 -1.36  0.21
O -0.97 0.64 -1.02  -0.52
S 1.57 -0.47 -1.11  0.21


Record 4
# C5H10PS2

A molecular structure, C5H10PS2 (ωB97M-V/def2-TZVPD, the Open Molecules 2025 dataset).

Values from the calculation:
HOMO level (alpha / beta) (eV): -9.9100 / -13.3223
2S+1: 3
Lowest unoccupied orbital energy (alpha / beta) (eV): -5.508 / -5.513
E (hartree): -1333.80800
Net charge: +1
Expectation value of S²: 2.0057
Relative energy (zero: lowest compared OMol25 entry of this formula, charge and spin) (kJ/mol): 28.7

Each line ends with the natural charge from an NBO analysis.
Atoms and positions in Å:
C -0.43 4.01 1.82  -0.78
C -1.75 -1.77 -0.84  -0.89
C 0.45 -1.83 0.10  -0.27
C 1.80 -1.88 0.67  -0.72
C 0.18 0.50 -1.42  -0.88
P -0.70 -0.39 -0.01  0.91
S -0.77 3.39 0.34  0.30
S -0.60 -3.05 -0.31  0.65
H 0.52 3.80 2.35  0.24
H -1.14 4.64 2.39  0.26
H -2.85 -1.84 -0.36  0.29
H -1.99 -1.78 -1.98  0.29
H 1.98 -2.95 0.97  0.27
H 2.01 -1.08 1.37  0.28
H 2.48 -1.48 -0.22  0.29
H -0.60 1.20 -1.80  0.27
H 0.38 -0.30 -2.19  0.24
H 1.04 0.84 -0.88  0.25


Record 5
# C5H10S

C5H10S in the gas phase (ωB97M-V/def2-TZVPD, the Open Molecules 2025 dataset).

Values from the calculation:
HOMO level (eV): -8.5226
SMILES string: CC1(C)CSC1
Lowest unoccupied orbital energy (eV): 0.902
E (hartree): -594.66458
Relative energy (zero: lowest compared OMol25 entry of this formula, charge and spin) (kJ/mol): 80.1

Each line ends with the natural charge from an NBO analysis.
Atoms and positions in Å:
C -0.14 -1.43 -1.17  -0.61
C 0.12 0.02 -0.68  -0.02
C 0.53 0.84 -1.93  -0.62
C 1.12 -0.05 0.57  -0.50
C -1.08 0.55 0.15  -0.51
H -0.76 -2.03 -0.47  0.22
H -0.60 -1.27 -2.14  0.20
H 0.82 -1.88 -1.36  0.20
H -0.35 0.79 -2.64  0.21
H 0.84 1.82 -1.62  0.21
H 1.35 0.29 -2.38  0.21
H 1.69 -0.93 0.72  0.21
H 1.72 0.89 0.64  0.21
H -1.13 1.64 -0.06  0.20
H -2.07 0.20 -0.10  0.21
S -0.30 0.06 1.73  0.16


Record 6
# C5H10S

C5H10S in the gas phase (ωB97M-V/def2-TZVPD, the Open Molecules 2025 dataset).

Values from the calculation:
HOMO level (eV): -8.8668
SMILES string: CC[C@@H]1C[C@@H]1S
Lowest unoccupied orbital energy (eV): 0.898
E (hartree): -594.64702
Relative energy (zero: lowest compared OMol25 entry of this formula, charge and spin) (kJ/mol): 126.2

Each line ends with the natural charge from an NBO analysis.
Atoms and positions in Å:
C 0.02 2.03 0.64  -0.60
C 0.71 0.70 0.59  -0.40
C -0.17 -0.48 0.67  -0.21
C 0.26 -1.82 0.08  -0.43
C -0.69 -0.91 -0.67  -0.36
H -0.51 2.11 1.52  0.20
H -0.66 2.13 -0.18  0.21
H 0.76 2.88 0.53  0.21
H 1.31 0.62 -0.35  0.21
H 1.43 0.66 1.42  0.20
H -0.91 -0.57 1.48  0.22
H -0.14 -2.75 0.47  0.22
H 1.23 -1.90 -0.43  0.22
H -1.73 -1.10 -0.55  0.22
H -0.72 -1.34 -2.94  0.14
S -0.19 -0.27 -2.29  -0.04


Record 7
# C5H10S2

C5H10S2 in the gas phase (ωB97M-V/def2-TZVPD, the Open Molecules 2025 dataset).

Values from the calculation:
HOMO level (eV): -8.3485
SMILES string: CC(=S)SC(C)C
Lowest unoccupied orbital energy (eV): 0.105
E (hartree): -992.82009
Relative energy (zero: lowest compared OMol25 entry of this formula, charge and spin) (kJ/mol): 113.4

Each line ends with the natural charge from an NBO analysis.
Atoms and positions in Å:
C -2.23 -0.48 -0.27  -0.20
C -1.58 -1.70 -0.73  -0.71
C 1.17 1.42 -0.71  -0.63
C 1.38 0.29 1.53  -0.64
C 0.75 0.25 0.14  -0.29
S -3.75 -0.15 0.07  0.06
S -1.06 0.91 0.38  0.16
H -0.85 -1.94 -0.03  0.24
H -1.07 -1.52 -1.67  0.24
H -2.19 -2.52 -1.01  0.24
H 1.08 2.41 -0.19  0.22
H 2.30 1.33 -0.85  0.19
H 0.67 1.46 -1.69  0.23
H 0.63 0.18 2.33  0.24
H 1.89 1.21 1.61  0.21
H 2.21 -0.46 1.59  0.22
H 0.63 -0.69 -0.51  0.23


Record 8
# C5H10S3

C5H10S3 in the gas phase (ωB97M-V/def2-TZVPD, the Open Molecules 2025 dataset).

Values from the calculation:
HOMO level (eV): -9.0269
SMILES string: C[C@@]1(S)C[C@H](S)[C@H]1S
Lowest unoccupied orbital energy (eV): 0.170
E (hartree): -1390.89620
Relative energy (zero: lowest compared OMol25 entry of this formula, charge and spin) (kJ/mol): 459.2

Each line ends with the natural charge from an NBO analysis.
Atoms and positions in Å:
C -1.76 -0.69 -0.82  -0.63
C -0.44 0.11 -0.72  -0.25
C -0.18 1.07 0.44  -0.43
C 0.67 -0.02 1.14  -0.28
C 0.80 -0.65 -0.14  -0.31
H -1.87 -1.30 -1.85  0.26
H -2.59 0.16 -0.71  0.23
H -1.75 -1.55 0.16  0.21
H -0.99 2.02 -2.11  0.14
H -0.97 1.70 0.89  0.24
H 0.55 2.02 0.12  0.23
H -0.10 -0.51 1.90  0.24
H 1.54 1.90 2.78  0.16
H 1.73 -0.20 -0.58  0.25
H 2.26 -2.82 -0.03  0.14
S -0.16 0.60 -2.37  0.03
S 2.28 0.75 2.00  -0.12
S 0.98 -2.58 -0.11  -0.10


Record 9
# C5H11AuCeClNO

A molecular structure, C5H11AuCeClNO (ωB97M-V/def2-TZVPD, the Open Molecules 2025 dataset).

Values from the calculation:
HOMO level (alpha / beta) (eV): -4.4548 / -4.5354
2S+1: 4
Lowest unoccupied orbital energy (alpha / beta) (eV): 2.076 / 1.289
E (hartree): -1397.96567
Net charge: -1
Expectation value of S²: 3.7638

Each line ends with the Löwdin charge.
Atoms and positions in Å:
Ce 0.61 0.14 -1.98  0.74
Cl 1.07 2.27 -0.67  -0.07
C -1.08 0.12 -3.61  -0.38
C 2.61 -0.67 -2.89  -0.38
H -0.88 -0.65 -4.38  -0.02
H -1.96 -0.19 -3.00  -0.02
H -1.37 1.09 -4.06  -0.02
H 2.43 -1.36 -3.73  -0.02
H 3.01 -1.25 -2.02  -0.01
H 3.41 0.06 -3.13  -0.01
Au -0.51 -0.22 1.88  0.75
C -1.75 1.36 1.24  -0.33
C -0.48 -2.09 2.53  -0.27
H -2.44 1.22 0.39  -0.04
H -2.40 1.38 2.11  -0.05
H -1.24 2.32 1.17  -0.05
H 0.42 -2.59 2.92  -0.06
H -1.47 -2.63 2.61  -0.05
O 1.51 0.43 5.72  -0.04
C 0.70 0.54 4.85  -0.62
N -0.20 0.73 4.07  -0.03


Record 10
# C5H11BaF3N5O16S

A molecular structure, C5H11BaF3N5O16S (ωB97M-V/def2-TZVPD, the Open Molecules 2025 dataset).

Values from the calculation:
HOMO level (eV): -0.0579
Lowest unoccupied orbital energy (eV): 5.695
E (hartree): -2397.71297
Net charge: -3
Relative energy (zero: lowest compared OMol25 entry of this formula, charge and spin) (kJ/mol): 55.4

Each line ends with the Löwdin charge.
Atoms and positions in Å:
Ba 0.83 0.21 -0.35  2.09
N 0.41 -2.80 -2.54  -0.59
O 1.50 -3.40 -2.64  -0.02
O -0.48 -2.95 -3.43  -0.11
O 0.14 -2.12 -1.51  -0.24
N 4.61 -1.55 -0.46  -0.63
O 4.97 -1.87 -1.61  -0.06
O 3.47 -1.05 -0.27  -0.18
O 5.39 -1.72 0.50  -0.10
N 0.08 -2.60 2.56  -0.60
O 0.99 -2.85 3.35  -0.03
O 0.21 -1.77 1.64  -0.18
O -1.04 -3.18 2.70  -0.12
N 2.19 0.64 -3.79  -0.59
O 2.62 -0.52 -3.75  0.01
O 2.16 1.30 -4.88  -0.12
O 1.70 1.20 -2.74  -0.27
C 1.78 3.12 4.04  -0.70
F 3.08 2.87 4.13  0.12
F 1.37 3.34 5.27  0.12
F 1.61 4.23 3.34  0.12
S 0.87 1.64 3.27  0.49
O 1.19 0.54 4.15  -0.28
O -0.52 2.10 3.37  -0.36
O 1.33 1.49 1.89  -0.53
C -3.70 -0.22 0.93  -0.07
C -2.33 -0.20 0.24  -0.44
C -2.48 0.05 -1.27  -0.19
O -1.27 0.34 -1.95  -0.39
C -1.32 0.81 -3.28  -0.10
N -1.57 0.88 0.88  -0.07
H -4.23 0.73 0.77  0.07
H -3.47 -0.39 1.98  0.08
H -4.42 -0.98 0.62  0.07
H -1.85 -1.16 0.45  0.12
H -3.11 0.94 -1.45  0.12
H -3.06 -0.76 -1.72  0.14
H -1.09 1.88 -3.26  0.09
H -2.31 0.72 -3.74  0.08
H -0.59 0.32 -3.91  0.09
H -2.04 1.73 0.55  0.09
H -1.63 0.99 1.89  0.05


Record 11
# C5H11Br4Na3O

A molecular structure, C5H11Br4Na3O (ωB97M-V/def2-TZVPD, the Open Molecules 2025 dataset).

Values from the calculation:
HOMO level (eV): -14.5632
Lowest unoccupied orbital energy (eV): -8.153
E (hartree): -11054.82781
Net charge: +2
Relative energy (zero: lowest compared OMol25 entry of this formula, charge and spin) (kJ/mol): 0.0

Each line ends with the natural charge from an NBO analysis.
Atoms and positions in Å:
Na -3.16 1.21 -1.73  0.97
Na 0.06 2.99 -1.17  0.95
Na 0.29 1.10 -3.85  0.99
C -0.11 -0.38 -0.93  -0.25
O -0.58 0.75 -1.65  -1.20
H -0.93 -1.02 -0.58  0.16
H 0.52 -1.04 -1.55  0.15
H 0.47 -0.09 -0.05  0.17
Br -4.11 -1.57 -0.57  -0.12
C -3.38 -3.14 0.36  -0.39
C -2.69 -2.74 1.62  -0.47
Br -1.99 -4.37 2.43  0.05
H -2.72 -3.64 -0.34  0.24
H -4.25 -3.77 0.55  0.25
H -3.38 -2.37 2.37  0.24
H -1.85 -2.07 1.46  0.22
Br 2.31 4.26 1.25  -0.01
C 3.79 3.22 0.52  -0.45
C 3.37 1.83 0.10  -0.46
Br 3.02 0.69 1.63  0.05
H 4.49 3.14 1.35  0.26
H 4.23 3.81 -0.27  0.24
H 4.16 1.35 -0.47  0.25
H 2.44 1.83 -0.46  0.16


Record 12
# C5H11BrCl2CuNO

A molecular structure, C5H11BrCl2CuNO (ωB97M-V/def2-TZVPD, the Open Molecules 2025 dataset).

Values from the calculation:
HOMO level (alpha / beta) (eV): -2.5138 / -5.2929
2S+1: 2
Lowest unoccupied orbital energy (alpha / beta) (eV): 2.861 / 2.842
E (hartree): -5462.03061
Net charge: -1
Expectation value of S²: 0.7522

Each line ends with the natural charge from an NBO analysis.
Atoms and positions in Å:
Cu -0.48 -4.92 -0.03  -0.07
Br 0.91 -2.59 -0.38  -0.91
C 0.12 -0.06 2.72  0.52
O -0.44 -0.11 3.81  -0.65
N 0.58 1.09 2.15  -0.44
C 1.37 1.03 0.92  -0.43
C 0.53 2.44 2.68  -0.41
H 0.42 -0.93 2.11  0.16
H 1.15 0.18 0.26  0.25
H 2.43 0.90 1.11  0.19
H 1.14 1.95 0.39  0.19
H 1.59 2.64 2.85  0.19
H 0.10 3.10 1.93  0.19
H 0.03 2.51 3.64  0.23
Cl -3.14 -1.20 -3.54  -0.11
C -1.49 -1.64 -3.05  -0.37
C -0.74 -0.32 -2.75  -0.39
Cl -0.42 0.50 -4.31  -0.10
H -1.13 -2.16 -3.94  0.23
H -1.67 -2.27 -2.18  0.26
H 0.26 -0.54 -2.38  0.25
H -1.12 0.39 -2.01  0.23